(1)
Molecular formula: C21H17Cl4I2N4O4Ru
Method: DFT, wB97M-V/def2-TZVPD

Values from the calculation:
2S+1: 2
Total charge: -2
Orbital gap (alpha / beta), eV: 3.93 / 4.50
Energy relative to the best compared isomer or geometry (same formula, charge and spin), eV: 1.7545

Last column: natural (NBO) charge in e.
Cartesian coordinates (Å):
Ru1 -0.06 0.05 -0.82  0.822
I1 -1.98 -5.01 4.87  -0.053
C1 -2.00 -3.84 3.02  -0.096
C2 -2.06 -4.48 1.80  -0.357
C3 -2.09 -3.70 0.66  -0.065
I2 -3.48 -4.68 -1.25  -0.504
C4 -2.03 -2.31 0.75  0.244
O1 -2.12 -1.47 -0.31  -0.550
C5 -1.86 -1.69 2.00  -0.105
C6 -1.51 -0.23 2.07  -0.222
N1 -0.15 -0.03 1.53  -0.581
C7 0.39 1.29 1.86  -0.273
C8 1.67 1.59 1.13  0.204
C9 2.73 2.25 1.72  -0.264
C10 3.85 2.59 0.96  -0.210
C11 3.81 2.29 -0.40  -0.276
C12 2.73 1.62 -0.92  0.045
N2 1.69 1.21 -0.17  -0.423
C13 -1.88 -2.47 3.15  -0.296
H1 -2.11 -5.57 1.73  0.211
H2 -1.55 0.10 3.12  0.156
H3 -2.20 0.38 1.48  0.252
H4 0.46 -0.77 1.86  0.389
H5 0.55 1.40 2.94  0.167
H6 -0.35 2.02 1.54  0.267
H7 2.69 2.51 2.77  0.211
H8 4.70 3.10 1.41  0.205
H9 4.63 2.58 -1.05  0.210
H10 2.65 1.37 -1.97  0.223
H11 -1.80 -2.01 4.13  0.203
Cl1 -4.23 5.23 -3.04  -0.031
C14 -3.08 3.93 -2.98  -0.153
C15 -2.49 3.47 -4.14  -0.115
Cl2 -2.91 4.18 -5.67  -0.030
C16 -1.54 2.44 -4.07  -0.168
Cl3 -0.77 1.88 -5.52  -0.037
C17 -1.16 1.83 -2.87  0.295
O2 -0.26 0.91 -2.81  -0.727
C18 -1.80 2.29 -1.65  0.264
O3 -1.49 1.76 -0.51  -0.732
C19 -2.73 3.34 -1.76  -0.084
Cl4 -3.46 3.90 -0.28  -0.050
N3 3.62 -1.34 0.87  -0.843
C20 2.76 -2.15 0.16  0.787
N4 3.35 -3.25 -0.41  -0.846
O4 1.55 -1.99 0.12  -0.632
H12 4.60 -1.35 0.63  0.373
H13 3.26 -0.43 1.10  0.407
H14 4.32 -3.23 -0.67  0.370
H15 2.74 -3.78 -1.01  0.412
C21 -1.19 -1.61 -1.39  -0.329
H16 -1.74 -1.49 -2.33  0.169
H17 -0.68 -2.58 -1.35  0.164



(2)
Molecular formula: C21H17IrN6O6S
Method: DFT, wB97M-V/def2-TZVPD

Values from the calculation:
Total charge: 0
Orbital gap, eV: 5.33
Energy relative to the best compared isomer or geometry (same formula, charge and spin), eV: 0.0000

Last column: natural (NBO) charge in e.
Cartesian coordinates (Å):
Ir1 0.25 -0.19 -0.54  1.000
O1 -3.53 4.25 -2.19  -0.467
C1 -3.02 3.22 -1.87  0.398
C2 -2.52 2.11 -2.82  0.396
O2 -2.79 2.00 -3.99  -0.508
C3 -1.68 1.26 -1.96  0.230
C4 -1.82 1.61 -0.63  0.164
O3 -1.19 0.91 0.30  -0.691
C5 -2.66 2.78 -0.44  0.388
O4 -3.00 3.32 0.59  -0.523
O5 -0.89 0.30 -2.32  -0.710
C6 -2.23 -4.73 1.23  -0.393
N1 -2.33 -3.29 1.40  -0.453
C7 -3.09 -2.75 2.53  -0.399
C8 -1.54 -2.49 0.72  0.608
N2 -0.86 -1.80 0.11  -0.447
H1 -1.69 -5.19 2.07  0.202
H2 -1.71 -4.96 0.31  0.226
H3 -3.24 -5.15 1.19  0.214
H4 -4.11 -3.15 2.49  0.214
H5 -3.13 -1.67 2.46  0.243
H6 -2.63 -3.04 3.48  0.200
O6 1.62 -2.42 -1.68  -0.334
N3 1.48 -1.23 -1.55  0.282
C9 4.87 1.83 -4.83  -0.660
C10 3.93 1.00 -4.03  0.341
C11 3.77 -0.39 -4.30  -0.317
C12 2.95 -1.10 -3.49  0.097
N4 2.30 -0.46 -2.49  -0.280
C13 2.39 0.90 -2.32  0.243
S1 1.47 1.65 -1.15  0.186
N5 3.26 1.60 -3.08  -0.448
H7 5.53 1.22 -5.45  0.223
H8 5.46 2.46 -4.17  0.253
H9 4.29 2.49 -5.48  0.257
H10 4.27 -0.87 -5.13  0.245
H11 2.75 -2.16 -3.57  0.260
C14 1.30 -0.32 1.33  -0.592
C15 0.54 0.32 2.43  -0.019
C16 -0.25 -0.46 3.27  -0.221
C17 -0.99 0.11 4.29  -0.159
C18 -0.93 1.49 4.49  -0.189
C19 -0.14 2.28 3.67  -0.155
C20 0.60 1.69 2.66  -0.138
C21 -1.68 2.08 5.57  0.284
N6 -2.26 2.54 6.45  -0.316
H12 1.41 -1.39 1.46  0.204
H13 2.23 0.17 1.09  0.210
H14 -0.28 -1.53 3.12  0.196
H15 -1.60 -0.50 4.95  0.219
H16 -0.11 3.35 3.82  0.231
H17 1.20 2.32 2.01  0.207



(3)
Molecular formula: C21H17NO6S
Method: DFT, wB97M-V/def2-TZVPD

Values from the calculation:
Total charge: 0
Orbital gap, eV: 7.90

Last column: natural (NBO) charge in e.
Cartesian coordinates (Å):
C1 -6.36 2.42 0.99  -0.256
H1 -7.34 2.82 0.74  0.206
O1 -5.45 3.02 0.09  -0.480
C2 -4.14 2.71 0.18  0.350
C3 -3.60 1.83 1.09  -0.369
C4 -2.22 1.58 1.08  0.437
C5 -1.38 2.21 0.16  -0.210
C6 -1.96 3.10 -0.76  -0.141
C7 -3.30 3.35 -0.75  -0.270
H2 -3.75 4.03 -1.45  0.230
H3 -1.33 3.61 -1.48  0.215
C8 0.03 1.91 0.24  0.096
C9 0.47 1.10 1.23  -0.361
C10 -0.44 0.40 2.11  0.760
O2 -0.12 -0.46 2.90  -0.607
O3 -1.77 0.70 2.00  -0.469
H4 1.51 0.89 1.37  0.250
C11 0.99 2.49 -0.77  -0.117
H5 0.54 2.40 -1.77  0.215
H6 1.21 3.53 -0.55  0.222
O4 2.24 1.82 -0.77  -0.499
C12 2.25 0.57 -1.25  0.799
O5 1.27 0.02 -1.68  -0.584
C13 3.64 -0.01 -1.19  -0.514
C14 3.70 -1.38 -0.50  -0.423
C15 3.02 -1.29 0.86  0.671
O6 3.57 -0.69 1.76  -0.608
N1 1.79 -1.83 1.02  -0.628
C16 0.95 -2.41 0.08  0.216
C17 -0.39 -2.59 0.39  -0.252
C18 -1.26 -3.17 -0.52  -0.207
C19 -0.79 -3.58 -1.76  -0.219
C20 0.54 -3.41 -2.08  -0.206
C21 1.42 -2.84 -1.17  -0.204
S1 3.12 -2.74 -1.58  0.276
H7 0.93 -3.73 -3.04  0.219
H8 -1.46 -4.02 -2.48  0.214
H9 -2.30 -3.30 -0.26  0.215
H10 -0.74 -2.28 1.36  0.228
H11 1.36 -1.63 1.93  0.445
H12 4.75 -1.61 -0.32  0.263
H13 4.02 -0.11 -2.21  0.250
H14 4.28 0.69 -0.65  0.249
H15 -4.19 1.31 1.83  0.236
H16 -6.36 1.33 0.88  0.182
H17 -6.12 2.68 2.03  0.182



(4)
Molecular formula: C21H18Cl2FN3O4
Method: DFT, wB97M-V/def2-TZVPD

Values from the calculation:
Total charge: 0
Orbital gap, eV: 8.17

Last column: natural (NBO) charge in e.
Cartesian coordinates (Å):
F1 -6.37 -0.80 -1.94  -0.345
Cl1 8.17 -0.49 -2.66  0.015
Cl2 3.60 3.51 -1.03  0.013
N1 3.40 -1.55 -1.58  -0.522
N2 1.41 -2.81 -1.23  -0.489
O1 -0.59 1.09 2.09  -0.528
O2 -4.69 1.18 0.22  -0.521
O3 -2.26 -1.31 1.35  -0.512
O4 -5.37 -1.59 1.37  -0.520
C1 2.65 -2.66 -1.71  0.273
C2 7.18 2.06 -2.20  -0.245
C3 6.11 2.91 -1.78  -0.200
C4 5.79 0.19 -1.59  -0.268
C5 6.98 0.68 -2.14  -0.010
C6 4.90 2.42 -1.34  -0.103
C7 -1.01 -1.02 0.83  0.275
C8 -0.24 0.11 1.19  0.235
C9 4.72 1.05 -1.20  0.224
C10 -0.42 -2.00 0.03  -0.243
C11 2.86 -0.58 -0.85  0.465
C12 1.02 0.27 0.62  -0.201
C13 0.89 -1.84 -0.50  0.245
C14 1.57 -0.69 -0.25  -0.201
N3 3.53 0.60 -0.62  -0.599
C15 -0.57 0.75 3.48  -0.247
C16 -4.43 -0.97 2.31  -0.085
C17 -5.86 1.05 -0.56  -0.104
C18 -3.97 -0.09 0.19  0.051
C19 -3.29 -0.36 1.51  0.053
C20 -6.20 -0.43 -0.66  0.170
C21 -5.05 -1.18 0.04  0.033
H1 3.04 -3.52 -2.26  0.189
H2 8.09 2.48 -2.59  0.233
H3 6.20 3.99 -1.84  0.230
H4 5.70 -0.85 -1.42  0.255
H5 -0.99 -2.90 -0.17  0.240
H6 1.55 1.18 0.89  0.217
H7 2.90 1.35 -0.37  0.410
H8 -1.38 0.10 3.75  0.174
H9 0.37 0.21 3.64  0.181
H10 -0.56 1.67 4.10  0.204
H11 -4.93 -0.19 2.88  0.191
H12 -4.03 -1.73 2.99  0.205
H13 -5.72 1.49 -1.58  0.187
H14 -6.66 1.55 -0.08  0.192
H15 -3.28 -0.15 -0.67  0.196
H16 -2.92 0.50 2.00  0.211
H17 -7.17 -0.63 -0.15  0.176
H18 -4.71 -2.03 -0.51  0.203



(5)
Molecular formula: C21H18ClN3O2
Method: DFT, wB97M-V/def2-TZVPD

Values from the calculation:
Total charge: 0
Orbital gap, eV: 6.83
Energy relative to the best compared isomer or geometry (same formula, charge and spin), eV: 4.3408

Last column: natural (NBO) charge in e.
Cartesian coordinates (Å):
O1 1.42 0.60 4.34  -0.551
Cl1 0.11 -8.10 3.52  0.006
N1 1.12 0.48 2.23  -0.581
N2 0.84 -1.68 1.22  -0.518
O2 1.06 4.84 -2.91  -0.539
C1 0.99 -0.02 3.40  0.647
C2 1.08 -0.32 1.24  0.609
C3 0.72 -2.19 2.43  0.395
C4 -0.12 -3.33 5.04  -0.219
C5 0.06 -2.00 4.86  -0.105
C6 0.86 -5.95 1.96  -0.258
C7 1.68 3.66 -0.82  -0.239
C8 0.49 2.52 -2.64  -0.255
C9 0.98 -4.64 1.63  -0.134
C10 0.19 -5.53 4.21  -0.215
C11 1.86 2.48 -0.14  -0.225
C12 0.36 1.41 -1.75  -0.225
C13 0.56 -6.42 3.22  0.018
C14 1.04 3.71 -2.15  0.292
C15 0.53 -3.69 2.59  -0.094
C16 0.15 -4.20 3.92  -0.027
C17 1.20 1.33 -0.59  0.125
N3 1.24 0.05 -0.08  -0.550
C18 0.19 -1.27 3.52  -0.451
C19 0.84 7.36 -3.28  -0.617
C20 -1.07 5.71 -3.03  -0.634
C21 0.29 6.04 -2.57  0.108
H1 -0.52 -3.68 5.96  0.227
H2 -0.06 -1.31 5.68  0.226
H3 1.20 -6.62 1.19  0.229
H4 2.27 4.58 -0.41  0.224
H5 -0.02 2.63 -3.63  0.228
H6 1.32 -4.27 0.65  0.244
H7 -0.12 -5.95 5.22  0.234
H8 2.38 2.54 0.80  0.246
H9 -0.17 0.53 -2.14  0.211
H10 1.09 -0.70 -0.70  0.413
H11 -0.87 -0.96 3.18  0.287
H12 1.74 7.65 -2.87  0.216
H13 1.11 7.15 -4.27  0.214
H14 0.00 8.11 -3.34  0.218
H15 -1.00 5.49 -4.11  0.212
H16 -1.59 4.92 -2.47  0.223
H17 -1.77 6.61 -2.85  0.204
H18 0.17 6.23 -1.45  0.180



Values of strongest force on any atom, in order: 2.0, 1.3, 1.0, 3.3, 5.6, all in eV/Å.